[1]
Molecular formula: C42H86N3O10P2S
Method: DFT, ωB97M-V with the def2-TZVPD basis set

Output
Electronic energy = -99301.7684 eV
Net charge = -1
Orbital gap = 6.809 eV

Element x y z (Å)
C -0.48 -7.77 4.70
C 0.52 -7.61 4.05
C 1.91 -7.55 3.42
C 1.82 -6.94 1.98
C 2.80 -5.75 1.75
P 2.26 -4.21 2.74
C 3.97 -3.35 2.46
C 4.69 -2.98 3.63
C 5.95 -2.35 3.45
C 6.44 -2.16 2.12
C 5.59 -2.61 1.07
N 4.38 -3.18 1.19
O 1.68 -3.01 3.86
C 0.76 -2.07 3.29
C 1.65 -0.77 3.27
O 2.43 -0.73 4.47
C 2.39 0.47 5.10
C 2.70 1.80 4.39
O 2.15 0.50 6.28
N -0.35 -2.15 4.24
C -0.88 -0.85 4.66
C -2.24 -1.09 5.39
C -3.34 -0.07 5.00
C 0.44 -2.55 1.80
C -0.75 -3.53 1.60
C -2.16 -2.91 1.73
O -2.38 -1.85 2.25
N -3.24 -3.72 1.22
C -3.81 -4.60 2.25
C -4.24 -2.94 0.47
P 0.49 -1.26 0.45
S -0.45 0.41 0.79
O 1.56 -3.36 1.41
H -1.32 -8.11 5.28
H 2.48 -6.84 4.05
H 2.35 -8.55 3.45
H 0.79 -6.63 1.73
H 2.05 -7.76 1.27
H 2.74 -5.53 0.67
H 3.83 -6.07 1.99
H 2.93 -4.79 3.90
H 1.07 -4.96 3.09
H 4.28 -3.18 4.62
H 6.53 -2.02 4.32
H 7.40 -1.69 1.94
H 5.96 -2.49 0.04
H 1.07 0.15 3.09
H 2.36 -0.89 2.43
H 3.77 2.02 4.56
H 2.09 2.60 4.83
H 2.57 1.70 3.30
H 0.02 -2.62 5.05
H -0.24 -0.33 5.41
H -0.99 -0.14 3.82
H -2.11 -1.11 6.49
H -2.59 -2.08 5.05
H -4.30 -0.44 5.42
H -3.14 0.88 5.52
H -3.47 0.05 3.92
H -0.69 -3.91 0.57
H -0.72 -4.41 2.26
H -3.06 -4.69 3.06
H -4.75 -4.22 2.69
H -3.90 -5.62 1.83
H -3.98 -1.88 0.34
H -5.24 -3.10 0.89
H -4.29 -3.38 -0.55
H 0.06 -1.95 -0.72
H 1.88 -1.01 0.25
C 0.99 5.51 0.19
C 2.16 4.93 0.97
O 2.19 3.52 0.96
C 2.34 2.91 -0.31
C 3.63 3.29 -1.02
H 0.05 5.08 0.52
H 0.95 6.60 0.32
H 1.09 5.31 -0.88
H 2.06 5.22 2.02
H 3.11 5.34 0.62
H 1.46 3.12 -0.94
H 2.33 1.83 -0.13
H 3.64 4.34 -1.29
H 3.74 2.70 -1.94
H 4.49 3.10 -0.38
C 6.94 0.52 -0.47
C 6.53 1.50 -1.55
O 6.82 2.85 -1.24
C 8.19 3.16 -1.05
C 9.05 2.91 -2.27
H 6.53 0.81 0.49
H 6.60 -0.49 -0.71
H 8.03 0.48 -0.36
H 5.45 1.45 -1.68
H 6.97 1.23 -2.52
H 8.58 2.63 -0.17
H 8.22 4.23 -0.81
H 9.11 1.84 -2.50
H 10.07 3.27 -2.10
H 8.64 3.41 -3.15
C -3.84 7.20 -3.40
C -3.20 6.65 -2.14
O -1.79 6.56 -2.21
C -1.10 7.77 -2.40
C -1.31 8.78 -1.29
H -3.51 6.63 -4.28
H -4.93 7.15 -3.34
H -3.57 8.24 -3.57
H -3.57 5.64 -1.97
H -3.51 7.24 -1.26
H -1.35 8.21 -3.38
H -0.04 7.51 -2.44
H -2.34 9.14 -1.26
H -0.66 9.65 -1.43
H -1.09 8.34 -0.32
C -6.74 -5.42 -3.74
C -6.51 -5.48 -2.23
O -6.87 -4.29 -1.56
C -8.23 -3.90 -1.65
C -9.20 -4.91 -1.06
H -6.25 -4.55 -4.16
H -6.35 -6.32 -4.22
H -7.80 -5.35 -3.98
H -5.45 -5.63 -2.04
H -7.03 -6.34 -1.80
H -8.49 -3.66 -2.68
H -8.31 -2.97 -1.09
H -9.21 -5.84 -1.64
H -10.21 -4.51 -1.06
H -8.91 -5.17 -0.04
C -3.73 2.72 -6.50
C -4.09 3.65 -7.65
O -3.68 4.99 -7.44
C -2.29 5.20 -7.29
C -1.48 4.79 -8.51
H -4.10 3.11 -5.56
H -4.16 1.73 -6.67
H -2.65 2.60 -6.41
H -5.17 3.68 -7.75
H -3.69 3.27 -8.60
H -1.92 4.70 -6.39
H -2.16 6.27 -7.13
H -1.51 3.72 -8.67
H -0.43 5.08 -8.39
H -1.87 5.27 -9.41


[2]
Molecular formula: BH26O11
Method: DFT, ωB97M-V with the def2-TZVPD basis set

Output
Electronic energy = -23622.8109 eV
Net charge = -1
Orbital gap = 9.496 eV

Element x y z (Å)
B 0.06 0.40 -0.19
H 1.04 1.01 0.15
H -0.18 0.63 -1.35
H 0.30 -0.77 -0.08
H -0.80 0.69 0.60
O -2.93 0.81 2.63
H -2.68 0.61 1.72
H -2.28 1.46 2.93
O -1.55 -0.19 -3.70
H -2.29 -0.78 -3.53
H -1.69 0.56 -3.10
O 1.16 -3.50 0.82
H 0.80 -2.83 1.43
H 1.01 -4.33 1.27
O -2.54 -1.12 -0.72
H -1.75 -0.59 -0.49
H -3.16 -0.49 -1.09
O 3.25 -2.50 -0.76
H 3.02 -1.75 -1.31
H 2.42 -2.78 -0.34
O 2.47 0.62 -2.12
H 2.42 1.28 -2.82
H 1.56 0.54 -1.79
O 0.33 -2.09 -2.49
H 0.30 -1.56 -1.68
H -0.33 -1.69 -3.06
O 3.33 0.53 1.42
H 2.68 0.56 0.70
H 2.87 0.93 2.16
O -0.29 2.63 2.00
H -0.10 1.98 1.28
H 0.58 2.90 2.33
O 0.01 -1.37 2.49
H -0.56 -0.88 3.08
H -0.09 -0.94 1.63
O -2.40 4.24 0.82
H -2.06 4.28 -0.07
H -1.92 3.50 1.23


[3]
Molecular formula: C7H6ClNO3S2
Method: DFT, ωB97M-V with the def2-TZVPD basis set

Output
Electronic energy = -49173.7198 eV
Net charge = 0
Orbital gap (spin up / spin down) = 8.008 / 7.293 eV
Multiplicity = 3

Element x y z (Å)
C -2.19 1.52 -0.54
C -3.15 1.94 0.32
C -1.37 0.70 0.24
C 1.18 -2.59 -0.57
C 1.22 -2.08 -1.77
C 0.93 -1.55 0.60
C 0.92 -0.29 -0.16
N -1.84 0.48 1.44
O 3.19 0.90 0.18
O 1.59 1.24 2.04
O -2.99 1.33 1.48
S 1.23 -0.35 -1.86
S 1.85 1.05 0.64
Cl 1.07 2.71 -0.22
H -2.03 1.86 -1.49
H -3.97 2.58 0.06
H 1.42 -3.61 -0.31
H 1.05 -2.54 -2.68
H 0.08 -1.86 1.19
H 1.80 -1.45 1.39